(1)
{
  "formula": "CH6N4O",
  "method": "the ωB97M-V functional and the def2-TZVPD basis",
  "orbital_gap_ev": [8.317, 8.913],
  "charge": 2,
  "total_energy_ha": -335.0132,
  "relative_energy_ev": 2.600,
  "e_homo_ev": [-20.739, -20.798],
  "species": ["N", "N", "C", "N", "N", "O", "H", "H", "H", "H", "H", "H"],
  "positions_angstrom": [[1.958, -0.658, 0.217], [1.034, 0.270, 0.188], [-0.230, 0.108, -0.461], [-1.315, 0.828, 0.149], [-1.919, -0.356, 0.524], [-0.947, -1.074, -0.175], [2.879, -0.277, 0.151], [1.723, -1.527, 0.662], [1.504, 1.189, 0.107], [-0.157, 0.301, -1.650], [-1.616, 1.743, 0.120], [-2.913, -0.545, 0.169]],
  "mulliken_charge": [-0.24, 0.09, 0.23, 0.05, 0.03, -0.16, 0.30, 0.32, 0.35, 0.40, 0.24, 0.39]
}

=====

(2)
{
  "formula": "C5H12FNNbO2",
  "method": "the ωB97M-V functional and the def2-TZVPD basis",
  "orbital_gap_ev": 7.293,
  "charge": -1,
  "total_energy_ha": -559.6064,
  "e_homo_ev": -5.008,
  "species": ["C", "C", "C", "Nb", "C", "O", "N", "C", "O", "F", "H", "H", "H", "H", "H", "H", "H", "H", "H", "H", "H", "H"],
  "positions_angstrom": [[-2.017, 0.446, -1.804], [-0.498, 0.230, -1.699], [0.195, 1.318, -0.859], [-0.329, 1.066, 1.360], [1.377, -0.483, 1.670], [1.811, -0.533, 2.793], [1.967, -1.367, 0.659], [1.907, -2.724, 0.843], [2.228, -3.548, 0.022], [1.432, -3.108, 2.016], [-2.240, 1.465, -1.546], [-2.521, -0.238, -1.147], [-2.341, 0.269, -2.821], [-0.080, 0.217, -2.701], [-0.319, -0.746, -1.272], [-0.134, 2.302, -1.167], [1.269, 1.242, -1.014], [-1.398, -0.415, 1.120], [-0.939, 1.130, 3.087], [0.769, 2.501, 1.777], [-1.761, 2.130, 0.949], [1.622, -1.155, -0.264]],
  "mulliken_charge": [-1.12, 0.17, -1.50, -0.62, 0.47, -0.51, -0.20, 0.60, -0.56, -0.21, 0.26, 0.30, 0.34, 0.35, 0.04, 0.54, 0.43, -0.02, -0.01, -0.02, 0.03, 0.23]
}

=====

(3)
{
  "formula": "C3H7N3",
  "method": "the ωB97M-V functional and the def2-TZVPD basis",
  "orbital_gap_ev": 10.505,
  "charge": 0,
  "total_energy_ha": -282.7645,
  "relative_energy_ev": 0.266,
  "e_homo_ev": -9.758,
  "species": ["H", "N", "C", "C", "N", "H", "H", "H", "H", "H", "C", "N", "H"],
  "positions_angstrom": [[1.175, -1.236, 1.115], [0.440, -1.000, 0.460], [0.523, 0.172, -0.027], [1.571, 1.207, 0.300], [-0.377, 0.567, -0.964], [2.363, 0.773, 0.906], [2.003, 1.607, -0.617], [1.119, 2.029, 0.858], [-0.455, 1.541, -1.194], [-1.181, -0.014, -1.130], [-2.371, -1.899, 0.115], [-3.479, -1.862, -0.167], [-1.330, -1.886, 0.346]],
  "mulliken_charge": [0.16, -0.71, 0.77, -1.14, -0.40, 0.33, 0.32, 0.30, 0.21, 0.16, 0.10, -0.38, 0.28]
}

=====

(4)
{
  "formula": "C34H15F15GeIN6RhS",
  "method": "the ωB97M-V functional and the def2-TZVPD basis",
  "orbital_gap_ev": [4.056, 6.224],
  "charge": -2,
  "total_energy_ha": -6014.4961,
  "s2": 6.07,
  "relative_energy_ev": 0.638,
  "multiplicity": 5,
  "e_homo_ev": [-0.189, -2.360],
  "species": ["Rh", "N", "C", "N", "C", "N", "N", "C", "N", "C", "C", "C", "C", "C", "N", "H", "H", "H", "H", "H", "H", "H", "H", "I", "C", "H", "H", "F", "C", "C", "C", "F", "C", "F", "C", "F", "C", "F", "Ge", "S", "C", "C", "F", "C", "F", "C", "F", "C", "F", "C", "F", "C", "C", "F", "C", "F", "C", "F", "C", "F", "C", "F", "C", "C", "C", "C", "C", "C", "C", "H", "H", "H", "H", "H"],
  "positions_angstrom": [[-0.868, -0.126, -2.219], [1.578, -1.969, -0.925], [2.052, -0.742, -1.227], [3.375, -0.544, -1.096], [3.753, 0.710, -1.376], [5.119, 0.938, -1.321], [2.993, 1.731, -1.701], [1.663, 1.443, -1.809], [1.171, 0.182, -1.595], [0.735, 2.464, -2.111], [1.109, 3.833, -2.207], [0.153, 4.782, -2.433], [-1.201, 4.393, -2.569], [-1.491, 3.041, -2.478], [-0.583, 2.097, -2.269], [2.228, -2.721, -0.803], [0.596, -2.148, -1.061], [5.622, 0.267, -0.767], [5.367, 1.904, -1.195], [2.153, 4.086, -2.081], [0.427, 5.830, -2.499], [-1.988, 5.114, -2.750], [-2.513, 2.685, -2.578], [-3.577, -2.291, -2.924], [-2.811, -0.239, -2.863], [-3.504, 0.238, -2.166], [-3.007, 0.112, -3.872], [1.250, 0.709, 4.035], [1.362, -0.539, 3.549], [0.367, -1.108, 2.779], [0.597, -2.418, 2.382], [-0.319, -3.087, 1.684], [1.748, -3.114, 2.709], [1.930, -4.378, 2.312], [2.718, -2.497, 3.466], [3.832, -3.153, 3.798], [2.524, -1.207, 3.896], [3.459, -0.617, 4.654], [-1.254, -0.184, 2.042], [-1.747, -0.589, 0.015], [-2.809, -0.772, 3.167], [-4.020, -0.129, 2.973], [-4.097, 0.943, 2.180], [-5.185, -0.514, 3.611], [-6.337, 0.134, 3.404], [-5.154, -1.573, 4.493], [-6.269, -1.958, 5.122], [-3.969, -2.225, 4.731], [-3.939, -3.244, 5.602], [-2.823, -1.815, 4.070], [-1.703, -2.501, 4.361], [-0.919, 1.727, 2.523], [0.014, 2.405, 1.753], [0.628, 1.782, 0.751], [0.395, 3.711, 2.007], [1.303, 4.331, 1.255], [-0.170, 4.374, 3.073], [0.180, 5.635, 3.340], [-1.094, 3.734, 3.867], [-1.634, 4.388, 4.907], [-1.450, 2.427, 3.585], [-2.346, 1.869, 4.421], [-0.251, -0.977, -3.795], [0.539, -1.972, -4.384], [0.410, -3.366, -4.056], [1.223, -4.326, -4.624], [2.205, -3.979, -5.560], [2.346, -2.632, -5.914], [1.544, -1.656, -5.355], [-0.358, -3.641, -3.341], [1.097, -5.369, -4.340], [2.843, -4.737, -6.003], [3.108, -2.347, -6.634], [1.673, -0.613, -5.619]],
  "mulliken_charge": [0.10, -0.02, -0.07, -0.88, 0.29, -0.51, -0.75, -0.57, 1.18, 0.95, -1.04, -0.34, -0.96, -0.21, 0.50, 0.29, 0.06, 0.25, 0.25, 0.45, 0.37, 0.39, 0.37, -0.22, -1.21, 0.46, 0.54, -0.33, 0.81, -0.49, 0.21, -0.47, 0.13, -0.34, 0.72, -0.34, 0.07, -0.33, 0.86, -0.15, -0.96, 0.51, -0.29, -0.04, -0.31, 0.71, -0.33, -0.08, -0.32, 0.72, -0.26, -0.87, 0.31, 0.10, -0.09, -0.30, 0.73, -0.33, 0.02, -0.34, 0.62, -0.32, -1.97, 1.51, -0.34, -0.54, -0.44, -0.37, -0.47, 0.30, 0.35, 0.35, 0.33, 0.39]
}